# 1
C21H30ClN3O3S | the ωB97M-V functional and the def2-TZVPD basis

XYZ file:
```
59
Properties=species:S:1:pos:R:3:forces:R:3
C -4.188525 -2.733001 -0.773165 0.0 0.0 0.0
C -2.876786 -1.979658 -0.605910 0.0 0.0 0.1
C -2.980083 -0.508777 -1.025039 -0.1 0.0 0.1
C -1.583544 0.116064 -0.972618 0.0 0.0 -0.1
O -0.831904 -0.064633 -1.919519 0.0 0.1 0.0
N -1.245994 0.804052 0.134450 0.1 -0.1 0.1
C 0.124486 1.279868 0.306164 0.0 -0.1 0.0
C 0.266556 2.639693 -0.371606 0.0 0.0 0.0
C 1.676959 3.228818 -0.416775 0.0 0.0 0.0
C 2.761150 2.243050 -0.872378 0.0 0.0 0.0
C 3.594215 1.592534 0.233333 0.0 0.0 0.0
N 2.875473 0.734487 1.167453 -0.1 0.0 -0.2
C 2.842323 -0.620253 1.091517 0.2 0.0 0.3
O 1.977701 -1.276872 1.654949 0.0 0.0 0.0
C 3.947057 -1.341057 0.393663 0.0 -0.1 0.2
S 3.543140 -2.831841 -0.366683 -0.1 0.1 -0.2
C 5.184559 -3.237209 -0.646013 0.0 0.0 0.0
C 5.561714 -4.483199 -1.380208 0.0 0.0 0.0
C 6.016123 -2.297678 -0.120229 0.1 0.0 0.0
C 5.305507 -1.232681 0.490260 0.0 0.0 0.0
Cl 6.147506 -0.006368 1.369759 0.0 0.0 0.0
C 1.956818 1.358620 2.118402 0.0 0.0 0.0
C 0.461446 1.248144 1.788908 0.0 0.0 0.0
N -4.047007 0.213633 -0.329608 0.0 0.0 -0.2
C -5.211095 0.665858 -1.083305 0.0 0.0 0.0
C -6.026646 1.451060 -0.051710 0.0 0.0 0.0
C -5.620026 0.818049 1.279472 0.0 0.0 -0.1
C -4.232830 0.271645 1.009913 0.2 0.0 0.1
O -3.411316 -0.058518 1.853650 0.0 0.0 0.0
H -4.066698 -3.782649 -0.506461 0.0 0.0 0.0
H -4.971012 -2.324489 -0.129539 0.0 0.0 0.0
H -4.542480 -2.689260 -1.805961 0.0 0.0 0.0
H -2.542028 -2.030109 0.431763 0.0 0.0 0.0
H -2.097017 -2.427732 -1.223393 0.0 0.0 0.0
H -3.253025 -0.466046 -2.080078 0.0 -0.1 0.0
H -1.800652 0.632964 0.966331 -0.1 0.0 0.0
H 0.763578 0.561507 -0.212150 0.0 0.0 0.0
H -0.088666 2.516061 -1.398114 0.0 0.0 0.0
H -0.414827 3.344864 0.115498 0.0 0.0 0.0
H 1.652053 4.071708 -1.110518 0.0 0.0 0.0
H 1.950283 3.661186 0.549631 0.0 0.0 0.0
H 2.320943 1.466737 -1.505637 0.0 0.0 0.0
H 3.483138 2.771333 -1.501223 0.0 0.0 0.0
H 4.370319 1.003580 -0.244631 0.0 0.0 0.0
H 4.099046 2.370450 0.814233 0.0 0.0 0.0
H 6.645542 -4.585987 -1.403208 0.0 0.0 0.0
H 5.146478 -5.369541 -0.899468 0.0 0.0 0.0
H 5.200852 -4.462146 -2.409245 0.0 0.0 0.0
H 7.094672 -2.355624 -0.145582 0.0 0.0 0.0
H 2.118963 0.892174 3.091800 0.0 0.0 0.0
H 2.266628 2.398572 2.202803 0.0 0.0 0.0
H -0.069966 2.050288 2.313380 0.0 0.0 0.0
H 0.100110 0.301024 2.187172 0.0 0.0 0.0
H -4.900722 1.279442 -1.929523 0.0 0.0 0.0
H -5.766889 -0.193338 -1.475348 0.0 0.0 0.0
H -5.725476 2.499077 -0.069044 0.0 0.0 0.0
H -7.094994 1.402304 -0.249804 0.0 0.0 0.0
H -5.607923 1.500611 2.125327 0.0 0.0 0.0
H -6.257204 -0.030767 1.543854 0.0 0.0 0.0
```
Positions in Å, forces in eV/Å.

Structure (SMILES) = CC[C@H](C(=O)N[C@H]1CCCCN(C(=O)c2sc(C)cc2Cl)CC1)N1CCCC1=O
Gap between HOMO and LUMO = 9.5 eV
ΔE to the lowest compared entry with this formula, charge and spin = 0.142 eV
Energy = -56236.5395 eV
Net charge = 0
HOMO level = -8.7758 eV

# 2
C24H23ClO3PPtS | the ωB97M-V functional and the def2-TZVPD basis

XYZ file:
```
54
Properties=species:S:1:pos:R:3:forces:R:3
C 3.319886 1.291313 0.485563 1.4 -0.9 2.0
C 2.276441 2.212370 0.742595 -0.9 0.3 1.3
C 1.798948 2.013909 2.074098 0.0 0.8 -1.3
H 1.947583 2.993804 0.056696 0.2 -0.3 0.3
C 2.467640 0.921269 2.652755 2.0 0.3 0.0
C 3.525046 0.495518 1.718288 -0.6 1.1 -0.7
H 4.379060 -0.159849 1.890670 0.1 0.8 0.5
H 4.033096 1.282383 -0.332032 -0.5 0.0 0.0
H 1.138009 2.708045 2.604984 0.0 -0.6 -0.3
H 2.404897 0.575873 3.681914 -0.2 0.0 -0.4
Pt 2.471047 -1.016219 0.745301 -1.8 -0.4 -0.9
Cl 1.295719 -2.018412 2.442756 -0.1 -0.4 0.2
P -1.005739 0.056927 -0.145810 1.4 -0.6 -0.2
C -1.695705 0.667834 1.342322 -0.1 0.6 0.5
C -2.648395 1.690835 1.188910 -0.1 -0.4 0.3
H -2.828221 2.092557 0.192983 -0.2 0.0 0.3
C -3.377195 2.096642 2.298657 0.1 -0.1 0.3
H -4.168775 2.845670 2.163496 0.4 -0.4 0.3
C -3.100140 1.507095 3.549038 -0.1 0.0 -0.1
H -3.699621 1.805107 4.411408 0.2 -0.1 -0.2
C -2.083149 0.543460 3.721612 -0.4 0.4 -0.1
H -1.885260 0.095717 4.708989 -0.1 0.4 -0.6
C -1.353307 0.143665 2.611847 -0.2 -0.2 -0.5
H -0.544086 -0.588211 2.688434 -0.4 0.2 0.0
C -0.944325 1.237562 -1.451429 0.5 0.0 -0.2
C -0.586096 2.579499 -1.170283 -0.4 -0.2 -0.3
H -0.312583 2.866409 -0.151304 -0.3 0.0 -0.4
C -0.625376 3.511406 -2.201375 -0.1 -0.3 -0.1
H -0.424492 4.569984 -1.989188 0.0 -0.6 -0.2
C -0.960279 3.075719 -3.497927 -0.1 -0.1 -0.1
H -1.022954 3.808719 -4.302102 0.0 -0.2 0.2
C -1.207505 1.720880 -3.797383 0.2 0.2 0.2
H -1.474529 1.395203 -4.810817 0.3 0.3 0.5
C -1.138366 0.780686 -2.777439 -0.3 0.4 0.4
H -1.287068 -0.287863 -2.951119 -0.1 0.4 -0.1
C -1.603658 -1.546362 -0.628336 0.0 -0.4 0.2
C -2.992864 -1.683176 -0.451843 0.4 0.0 -0.3
H -3.538566 -0.858421 0.016792 -0.1 -0.4 -0.2
C -3.606714 -2.836332 -0.917743 0.2 0.0 0.0
H -4.692911 -2.915926 -0.823727 0.4 -0.3 -0.1
C -2.810249 -3.842992 -1.489020 -0.1 0.0 0.0
H -3.304567 -4.739649 -1.851309 0.1 0.1 0.0
C -1.412330 -3.741950 -1.595261 -0.3 0.2 0.1
H -0.819359 -4.553422 -2.028537 -0.3 0.3 0.2
C -0.786677 -2.583550 -1.148837 -0.3 0.8 0.2
H 0.301795 -2.453903 -1.186382 -0.4 -0.2 -0.2
C 4.587775 -2.411408 -0.026053 -0.2 0.5 -0.6
S 3.622805 -2.111500 -1.550070 -1.0 0.4 -1.0
O 4.496509 -2.009561 -2.682973 -0.1 -0.5 0.7
O 2.545364 -3.112972 -1.550827 1.3 1.2 0.2
O 3.032131 -0.679803 -1.291269 0.3 -1.7 0.4
H 5.162983 -3.323044 -0.209927 -0.2 0.0 0.3
H 3.895274 -2.554030 0.845664 0.3 -0.4 -0.2
H 5.239051 -1.557504 0.174549 0.1 -0.2 -0.3
```
Positions in Å, forces in eV/Å.

Multiplicity = 5
Gap between HOMO and LUMO (alpha / beta) = 8.2 / 6.3 eV
Energy = -67285.1227 eV
Net charge = +1
HOMO level (alpha / beta) = -10.9527 / -12.3146 eV